Density functional theory data (wB97M-V/def2-TZVPD) for C26H55EuN11O2P as an isolated structure at a distorted geometry.

The geometry in XYZ format:
```
96
C26H55EuN11O2P (wB97M-V/def2-TZVPD)
Eu 9.07 10.24 10.27
C 6.41 11.31 12.53
O 6.82 11.43 11.19
C 6.09 12.44 10.46
C 6.09 12.22 8.99
O 7.43 11.99 8.57
C 7.63 12.14 7.18
H 6.73 12.20 13.13
H 6.75 10.42 13.04
H 5.32 11.23 12.63
H 6.56 13.36 10.77
H 5.05 12.53 10.83
H 5.69 13.17 8.44
H 5.33 11.46 8.72
H 7.33 13.15 6.84
H 7.09 11.39 6.63
H 8.66 12.03 7.04
C 10.93 7.87 14.53
N 9.92 7.07 13.88
C 10.44 5.70 13.70
C 9.22 7.67 12.86
N 9.48 8.80 12.32
N 8.22 6.89 12.37
C 7.49 7.04 11.21
N 6.42 6.16 11.10
N 7.79 7.95 10.33
H 11.27 7.44 15.42
H 10.61 8.89 14.82
H 11.85 7.93 13.95
H 11.44 5.73 13.20
H 9.82 5.09 13.05
H 10.52 5.30 14.68
H 10.28 9.20 12.81
H 7.82 6.10 12.97
H 6.14 5.55 11.91
H 6.09 6.11 10.16
H 7.18 7.94 9.52
N 10.54 11.53 11.61
P 11.36 12.85 11.85
N 10.57 14.28 11.33
C 10.13 14.26 9.94
C 9.86 15.62 9.38
C 8.71 16.25 10.07
C 9.20 16.32 11.53
C 9.48 14.92 12.07
N 11.78 13.12 13.45
C 12.73 14.20 13.80
C 12.87 14.27 15.31
C 13.60 13.10 15.86
C 12.98 11.83 15.27
C 11.63 12.10 14.53
N 12.79 12.96 10.92
C 13.51 14.20 10.58
C 14.38 13.97 9.33
C 15.45 12.89 9.55
C 14.98 11.84 10.55
C 13.46 11.64 10.59
H 9.21 13.67 9.79
H 10.93 13.75 9.36
H 9.65 15.59 8.29
H 10.77 16.20 9.42
H 7.79 15.64 10.01
H 8.41 17.20 9.62
H 8.42 16.75 12.22
H 10.04 17.03 11.63
H 8.53 14.36 11.88
H 9.78 14.92 13.13
H 12.24 15.14 13.44
H 13.74 14.19 13.32
H 11.91 14.20 15.84
H 13.38 15.18 15.67
H 13.42 13.09 16.94
H 14.67 13.21 15.72
H 12.72 11.22 16.07
H 13.71 11.29 14.55
H 10.93 12.39 15.34
H 11.41 11.13 14.06
H 14.20 14.54 11.41
H 12.80 15.03 10.39
H 14.84 14.88 9.01
H 13.73 13.59 8.51
H 16.36 13.37 9.86
H 15.66 12.45 8.58
H 15.38 12.16 11.56
H 15.46 10.93 10.25
H 13.09 10.92 11.35
H 13.19 11.28 9.58
N 12.27 11.36 7.22
C 12.84 10.04 7.13
C 11.95 9.30 7.86
N 10.91 10.06 8.38
C 11.17 11.29 7.93
H 12.62 12.24 6.87
H 13.79 9.91 6.62
H 12.06 8.21 7.92
H 10.55 12.19 8.15
```

The relative energy (zero: lowest compared OMol25 entry of this formula, charge and spin) comes out at 46.9 kcal/mol. The calculation puts the calculated total energy at -2828.00863 hartree. Its spin multiplicity is 8. The highest occupied orbital energy (alpha / beta) comes out at -8.39 / -8.83 eV. The expectation value of S² is 15.76. The charge is +1.

=====

Density functional theory data (wB97M-V/def2-TZVPD) for a 11-piece molecular cluster, C26H57BF4N6O4 overall at a distorted geometry.

The geometry in XYZ format:
```
98
C26H57BF4N6O4 (wB97M-V/def2-TZVPD)
C -5.64 1.55 1.09
C -4.86 2.20 -0.04
C -3.75 1.06 -0.64
N -3.09 1.59 -1.92
C -2.11 2.67 -1.74
C -4.02 1.85 -3.06
C -3.24 1.56 -4.33
C -2.21 0.46 -4.03
C -2.33 0.39 -2.43
H -6.21 2.34 1.44
H -4.98 1.09 1.90
H -6.16 0.76 0.90
H -4.47 3.08 0.51
H -5.36 2.78 -0.82
H -4.25 -0.02 -0.74
H -3.13 0.99 0.24
H -2.62 3.53 -1.64
H -1.43 2.86 -2.79
H -1.38 2.51 -0.95
H -4.44 2.81 -3.07
H -4.91 1.17 -3.26
H -2.64 2.31 -4.82
H -3.78 1.31 -5.27
H -1.26 0.78 -4.53
H -2.30 -0.46 -4.46
H -1.18 0.54 -2.23
H -2.76 -0.38 -2.19
B 0.67 -0.20 0.05
F 1.68 0.14 0.90
F 1.03 0.10 -1.19
F 0.47 -1.61 0.22
F -0.44 0.49 0.36
C 2.76 2.80 2.89
C 2.32 3.82 3.87
N 2.04 4.58 4.66
H 3.85 3.21 2.36
H 2.97 1.83 3.35
H 2.13 2.83 2.02
C 3.45 0.71 -4.08
C 3.57 2.03 -4.70
N 3.66 3.12 -5.09
H 2.80 0.80 -3.27
H 3.11 0.21 -4.83
H 4.49 0.36 -4.10
C 4.08 -2.19 -0.09
C 3.95 -3.76 -0.34
N 3.88 -4.95 -0.54
H 4.18 -2.02 0.98
H 4.96 -1.90 -0.54
H 3.03 -1.81 -0.44
C -2.75 -1.51 1.81
C -3.70 -2.05 0.74
N -4.56 -2.46 -0.03
H -1.73 -1.56 1.42
H -2.88 -0.27 1.91
H -2.64 -2.11 2.63
C -1.42 3.04 2.15
C -0.47 3.90 1.35
N 0.20 4.51 0.71
H -1.61 2.21 1.41
H -0.66 2.60 2.83
H -2.26 3.63 2.62
C 0.47 -5.71 3.16
C 1.13 -4.49 2.61
O 0.27 -4.05 1.63
H 0.35 -6.50 2.55
H -0.51 -5.46 3.59
H 0.90 -6.27 4.07
H 2.06 -4.63 2.17
H 1.29 -3.79 3.36
H 0.78 -3.16 1.35
C 3.70 2.67 -1.01
C 4.68 1.41 -0.62
O 4.37 1.03 0.66
H 3.68 3.33 -0.33
H 2.75 2.12 -0.89
H 4.11 3.16 -1.73
H 5.64 1.78 -0.45
H 4.94 0.64 -1.44
H 3.55 0.59 0.64
C 1.24 -4.23 -2.60
C 1.15 -2.83 -3.27
O 0.03 -2.05 -2.81
H 1.26 -3.89 -1.60
H 1.93 -5.10 -2.93
H 0.40 -4.72 -2.78
H 1.12 -2.98 -4.27
H 2.14 -2.32 -3.22
H 0.15 -1.29 -2.36
C 0.58 -0.18 4.03
C -0.34 -0.76 5.19
O -0.92 0.42 5.89
H -0.11 0.48 3.50
H 0.91 -1.11 3.45
H 1.59 0.46 4.48
H 0.32 -1.44 5.68
H -1.12 -1.43 4.76
H -0.16 0.49 6.43
```

The relative energy (zero: lowest compared OMol25 entry of this formula, charge and spin) comes out at 106.8 kcal/mol. The calculation puts the calculated total energy at -2078.33870 hartree. The highest occupied orbital energy comes out at -9.69 eV.

=====

Density functional theory data (wB97M-V/def2-TZVPD) for a 10-piece molecular cluster, C26H57Cl6N5O9S2 overall at a distorted geometry.

The geometry in XYZ format:
```
105
C26H57Cl6N5O9S2 (wB97M-V/def2-TZVPD)
O 9.01 9.61 12.79
S 9.18 9.88 14.20
O 8.20 10.65 15.00
C 9.49 8.32 15.14
C 10.70 8.72 16.07
C 11.05 10.25 15.95
C 10.78 10.61 14.45
H 9.69 7.55 14.44
H 8.53 7.93 15.58
H 10.55 8.42 17.14
H 11.52 8.20 15.59
H 12.15 10.30 16.16
H 10.48 10.86 16.65
H 11.41 10.11 13.73
H 10.85 11.75 14.24
O 12.14 15.61 10.76
S 13.14 14.64 11.25
O 14.48 15.09 11.62
C 12.55 13.69 12.60
C 12.75 12.27 12.20
C 13.85 12.17 11.03
C 13.46 13.30 10.12
H 11.46 13.87 12.82
H 13.16 14.10 13.41
H 13.06 11.67 13.13
H 11.82 11.78 11.83
H 13.85 11.26 10.43
H 14.79 12.40 11.48
H 12.58 13.07 9.49
H 14.20 13.74 9.49
C 7.48 13.82 14.95
N 7.56 13.23 13.62
C 8.67 13.34 12.90
C 8.53 12.87 11.44
O 9.74 13.68 13.40
H 7.96 14.81 15.01
H 7.86 13.22 15.78
H 6.42 13.97 15.13
H 6.70 13.02 13.16
H 7.68 13.36 10.98
H 8.56 11.79 11.37
H 9.37 13.27 10.89
C 17.48 14.08 9.02
N 17.85 13.16 10.08
C 17.63 11.85 9.90
C 17.97 10.90 11.02
O 17.16 11.44 8.83
H 18.24 14.08 8.18
H 17.31 15.03 9.51
H 16.49 13.66 8.67
H 18.04 13.53 11.07
H 18.35 11.38 11.96
H 18.73 10.16 10.64
H 17.11 10.30 11.28
C 15.38 13.03 14.61
N 15.81 14.43 14.50
C 16.81 14.77 13.67
C 17.15 16.26 13.60
O 17.45 14.02 12.94
H 14.44 12.96 15.18
H 16.13 12.50 15.16
H 15.33 12.65 13.59
H 15.13 15.13 14.73
H 16.83 16.54 12.59
H 18.19 16.43 13.65
H 16.56 16.84 14.35
C 11.59 17.01 14.08
N 11.36 15.75 14.72
C 12.19 15.08 15.54
C 11.54 13.77 15.95
O 13.34 15.51 15.84
H 12.26 16.93 13.25
H 12.10 17.70 14.82
H 10.69 17.50 13.77
H 10.59 15.24 14.29
H 11.01 13.88 16.91
H 12.31 13.06 16.32
H 10.95 13.36 15.14
C 13.47 11.76 6.96
N 14.12 10.76 7.79
C 13.45 9.84 8.57
C 14.45 8.93 9.22
O 12.24 9.83 8.56
H 14.14 12.52 6.84
H 12.49 11.99 7.38
H 13.35 11.47 5.90
H 15.11 10.88 8.03
H 15.14 9.51 9.83
H 15.03 8.66 8.36
H 14.08 8.10 9.79
Cl 8.21 16.81 11.90
C 8.72 16.29 10.30
Cl 7.41 15.47 9.59
H 8.88 17.19 9.75
H 9.60 15.68 10.46
Cl 8.25 9.98 8.26
C 9.45 10.57 7.08
Cl 9.36 12.39 7.05
H 10.48 10.35 7.44
H 9.32 10.19 6.05
Cl 14.59 8.80 14.15
C 14.20 8.91 12.45
Cl 12.54 8.44 12.13
H 14.29 9.94 12.21
H 14.90 8.31 11.92
```

The calculation puts the calculated total energy at -5533.37596 hartree. As for the SMILES: O=S1(=O)CCCC1.O=S1(=O)CCCC1.CNC(C)=O.CNC(C)=O.CNC(C)=O.CNC(C)=O.CNC(C)=O.ClCCl.ClCCl.ClCCl. The highest occupied orbital energy comes out at -9.49 eV.

=====

Density functional theory data (wB97M-V/def2-TZVPD) for a 5-piece molecular cluster, C26H57FN2O12PS overall at a distorted geometry.

The geometry in XYZ format:
```
100
C26H57FN2O12PS (wB97M-V/def2-TZVPD)
O 1.18 -1.28 -3.60
C 1.39 -0.52 -2.70
O 1.44 0.81 -2.91
C 1.56 -1.04 -1.29
C 2.62 -0.31 -0.45
C 4.01 -0.94 -0.51
P 4.82 -0.67 -2.24
C 5.80 -2.32 -2.19
C 5.73 -2.97 -3.57
S 4.88 -4.59 -3.56
C 3.37 -4.25 -4.33
N 2.21 -4.61 -3.98
N 1.34 -4.12 -4.94
C 2.04 -3.49 -5.77
O 3.35 -3.53 -5.48
C 6.29 0.42 -1.48
C 6.81 1.33 -2.49
O 7.57 1.10 -3.39
F 6.33 2.61 -2.36
H 2.23 1.16 -2.47
H 1.70 -2.11 -1.29
H 0.60 -0.86 -0.80
H 2.65 0.73 -0.74
H 2.30 -0.38 0.58
H 3.90 -1.99 -0.26
H 4.58 -0.48 0.30
H 5.34 -0.40 -3.58
H 3.71 -1.39 -2.87
H 4.03 0.59 -2.36
H 5.39 -3.05 -1.50
H 6.86 -2.21 -1.94
H 5.22 -2.33 -4.28
H 6.72 -3.14 -3.96
H 1.67 -2.97 -6.62
H 7.13 -0.14 -1.10
H 5.92 1.04 -0.67
C -3.11 0.56 1.86
O -2.17 0.37 0.82
C -2.73 -0.22 -0.35
C -3.02 0.81 -1.41
O -4.03 1.73 -1.01
C -3.50 2.96 -0.55
H -2.67 1.24 2.58
H -4.04 1.00 1.49
H -3.33 -0.39 2.35
H -3.64 -0.78 -0.10
H -1.99 -0.93 -0.74
H -3.38 0.30 -2.31
H -2.10 1.35 -1.68
H -3.16 3.56 -1.40
H -2.66 2.81 0.13
H -4.29 3.49 -0.03
C 0.38 8.48 -0.25
O -0.32 8.26 0.97
C -1.64 7.78 0.77
C -1.74 6.28 0.95
O -1.02 5.58 -0.04
C 0.25 5.12 0.40
H 1.44 8.58 -0.01
H 0.26 7.65 -0.95
H 0.03 9.41 -0.72
H -2.01 8.07 -0.22
H -2.27 8.27 1.52
H -2.79 5.99 0.86
H -1.40 6.00 1.95
H 0.12 4.24 1.04
H 0.79 5.89 0.95
H 0.83 4.83 -0.47
C -1.53 0.06 4.91
O -2.87 0.04 5.38
C -3.15 -1.04 6.25
C -3.12 -0.61 7.71
O -1.83 -0.21 8.12
C -1.66 1.20 8.14
H -1.35 1.04 4.47
H -0.82 -0.11 5.71
H -1.40 -0.70 4.13
H -2.44 -1.86 6.08
H -4.15 -1.40 6.02
H -3.40 -1.47 8.33
H -3.85 0.19 7.88
H -2.16 1.63 9.02
H -2.05 1.67 7.23
H -0.59 1.41 8.21
C -2.05 -3.53 -2.15
O -2.71 -3.78 -0.91
C -4.03 -4.25 -1.07
C -4.12 -5.75 -0.89
O -3.42 -6.44 -1.91
C -2.13 -6.89 -1.51
H -0.98 -3.44 -1.95
H -2.20 -4.36 -2.85
H -2.41 -2.60 -2.59
H -4.43 -3.96 -2.04
H -4.64 -3.77 -0.30
H -5.17 -6.05 -0.95
H -3.74 -6.03 0.10
H -2.22 -7.76 -0.86
H -1.58 -6.10 -0.99
H -1.58 -7.16 -2.40
```

The relative energy (zero: lowest compared OMol25 entry of this formula, charge and spin) comes out at 7.9 kcal/mol. The calculation puts the calculated total energy at -2876.42291 hartree. The highest occupied orbital energy comes out at -4.75 eV. The charge is -1.